6 unconnected molecules or ions with the total composition C10H30ClO10, computed with ωB97M-V/def2-TZVPD.

Geometry as XYZ:
```
51
Properties=species:S:1:pos:R:3:mulliken_charge:R:1
Cl 13.9322 -9.1510 7.0772 -0.98
C 10.1656 -5.1022 8.4138 -0.42
C 10.6798 -4.6460 7.0152 -0.42
O 12.1004 -4.7455 6.7011 -0.50
O 10.8967 -4.3960 9.4103 -0.50
H 10.2166 -6.1619 8.6638 0.39
H 9.1073 -4.8423 8.3890 0.23
H 10.4962 -3.5727 7.0627 0.27
H 10.1733 -5.1424 6.1874 0.32
H 12.3441 -5.6477 6.9209 0.30
H 11.4156 -5.0939 9.8167 0.32
C 14.5461 -10.0614 1.5585 -0.40
C 14.4309 -10.0764 0.0160 -0.27
O 13.4347 -10.9775 -0.3277 -0.51
O 14.1135 -11.2178 2.3315 -0.53
H 14.1106 -9.1592 1.9880 0.32
H 15.5959 -10.0045 1.8462 0.25
H 15.3723 -10.4508 -0.3860 0.24
H 14.1583 -9.0932 -0.3674 0.27
H 13.2566 -10.9579 -1.2709 0.29
H 14.1109 -10.9055 3.2392 0.33
C 11.9395 -15.8643 9.6850 -0.26
C 12.3294 -14.4102 9.2996 -0.55
O 11.2401 -13.5696 9.1380 -0.53
O 10.9301 -16.3487 8.7999 -0.52
H 11.5627 -15.7595 10.7024 0.21
H 12.7897 -16.5237 9.5104 0.32
H 12.9462 -14.3173 8.4057 0.35
H 13.0739 -13.9645 9.9592 0.35
H 11.5546 -12.6629 9.1118 0.33
H 10.9344 -17.3074 8.8489 0.30
C 14.3833 -7.4537 12.7265 -0.31
C 13.4954 -8.2438 13.7849 -0.64
O 13.1042 -9.4073 13.1927 -0.48
O 13.6002 -7.1666 11.7078 -0.43
H 15.2873 -8.0054 12.4685 0.32
H 14.6866 -6.5504 13.2558 0.23
H 12.5451 -7.7100 13.7988 0.32
H 13.7778 -8.3225 14.8347 0.34
H 12.2083 -9.1445 12.9694 0.33
H 14.0754 -7.4001 10.9070 0.31
C 19.0295 -7.7095 7.3406 -0.29
C 19.1803 -8.1585 8.7905 -0.51
O 18.4418 -9.4249 8.9056 -0.51
O 19.8242 -6.6359 7.0196 -0.53
H 17.9829 -7.4296 7.2209 0.31
H 19.1589 -8.4812 6.5817 0.30
H 18.9220 -7.3223 9.4402 0.27
H 20.2429 -8.1828 9.0320 0.35
H 17.5301 -9.2441 8.6654 0.33
H 19.9035 -6.0026 7.7367 0.28
```

Summary:
**LUMO level**: 0.095 Eh
**Kohn-Sham gap**: 7.106 eV
**ΔE to the lowest compared entry with this formula, charge and spin**: 441.0 kJ/mol
**Net charge**: -1
**HOMO**: -4.51 eV

***

A molecular structure, C2H4N2O2S, computed with ωB97M-V/def2-TZVPD.

Geometry as XYZ:
```
11
Properties=species:S:1:pos:R:3:mulliken_charge:R:1
C -0.2689 0.8384 -0.2584 0.56
C -1.1509 -0.4172 -0.3112 -0.56
N -0.5224 -1.5150 0.2560 -0.36
N 1.0171 0.3702 -0.1582 0.14
O -0.6544 1.9949 -0.3272 -0.60
O 2.1465 1.1663 0.1878 -0.40
S 1.0590 -1.3186 -0.3902 -0.01
H -2.1320 -0.1948 -0.0065 0.36
H -1.3861 -0.5920 -1.3756 0.21
H -0.3617 -1.5545 1.2207 0.31
H 2.2538 1.2224 1.1627 0.34
```

Summary:
**LUMO level**: 0.016 Eh
**Kohn-Sham gap**: 9.431 eV
**ΔE to the lowest compared entry with this formula, charge and spin**: 320.5 kJ/mol
**Net charge**: 0
**HOMO**: -9.00 eV

***

3 unconnected molecules or ions with the total composition C3H8N2O2, computed with ωB97M-V/def2-TZVPD.

Geometry as XYZ:
```
15
Properties=species:S:1:pos:R:3:mulliken_charge:R:1
C 0.5840 -2.5724 2.6006 0.77
C 0.9067 -0.8197 -0.1054 -0.90
C -0.3955 1.2118 0.5074 -0.80
N -2.0265 -1.0728 -0.0083 -0.51
N -0.0607 -0.1098 0.6945 -0.14
O 1.6744 -2.2372 2.7950 -0.39
O -0.4547 -2.9554 2.2611 -0.37
H 1.7626 -0.9572 0.5747 0.38
H 0.5906 -1.9534 -0.1627 0.20
H 0.9984 -0.6062 -1.1470 0.41
H -1.2230 1.2327 -0.2639 0.24
H -0.8890 1.6238 1.4607 0.25
H 0.3274 1.8830 0.1624 0.39
H -2.7438 -0.4230 -0.0053 0.24
H -2.0092 -1.4208 0.9809 0.23
```

Summary:
**LUMO level (alpha / beta)**: 0.001 / 0.007 Eh
**Kohn-Sham gap (alpha / beta)**: 8.986 / 9.281 eV
**ΔE to the lowest compared entry with this formula, charge and spin**: 477.3 kJ/mol
**Net charge**: 0
**HOMO (alpha / beta)**: -8.95 / -9.08 eV

***

A molecular structure, C21H17F5N8O2TcTe, computed with ωB97M-V/def2-TZVPD.

Geometry as XYZ:
```
55
Properties=species:S:1:pos:R:3:mulliken_charge:R:1
Tc -0.3269 0.3928 -0.4623 0.88
N 3.0768 -1.0747 3.3622 -0.02
C 2.1292 -0.2430 2.8730 -0.17
N 1.7571 -0.2625 1.5988 -0.54
C 2.1588 -1.2844 0.7300 0.16
N 1.9678 -1.3597 -0.5592 -1.03
N 1.1348 -0.6796 -1.2863 0.47
C 1.0633 -0.9095 -2.6056 -1.09
C 0.0072 -0.2596 -3.2577 0.94
C -0.2709 -0.2135 -4.6430 -1.06
C -1.2988 0.5711 -5.0988 -0.54
C -2.0394 1.3549 -4.2000 -0.53
C -1.7515 1.2490 -2.8607 -0.48
N -0.8006 0.4264 -2.3911 0.02
C 2.9096 -2.3706 1.3581 0.96
C 3.1534 -3.5599 0.6768 -0.72
C 3.8455 -4.5893 1.2915 -0.88
C 4.2983 -4.4571 2.5921 -0.49
C 4.0435 -3.2924 3.3011 -0.86
C 3.3558 -2.2603 2.6844 0.70
H 3.2985 -1.0249 4.3464 0.30
H 1.7071 0.5256 3.4994 0.47
H 1.7561 -1.5884 -3.0739 0.41
H 0.3484 -0.7713 -5.3255 0.46
H -1.5309 0.6267 -6.1508 0.43
H -2.8006 2.0321 -4.5511 0.49
H -3.2401 1.4235 -1.3565 0.66
H 2.7846 -3.6507 -0.3297 0.50
H 4.0277 -5.5043 0.7515 0.41
H 4.8513 -5.2575 3.0606 0.41
H 4.3687 -3.1911 4.3269 0.37
N -1.3085 2.1037 -0.7051 -0.91
C -2.3970 2.0182 -1.7367 1.71
C -2.9018 3.3578 -2.1451 0.14
C -4.1710 3.7171 -1.7356 -0.24
N -5.2412 3.9348 -1.3579 -0.52
C -2.1414 4.2494 -2.8786 0.27
N -1.5300 5.0100 -3.4960 -0.52
C -3.5339 1.8154 1.1718 -0.67
O -2.4447 2.7213 1.2727 -0.36
C -1.3888 2.6346 0.4813 1.14
C -0.2137 3.3995 1.0170 -1.26
H -4.3129 2.2090 0.5125 0.21
H -3.9306 1.7222 2.1816 0.32
H -3.1942 0.8285 0.8419 0.23
H -0.5679 4.3663 1.3716 0.48
H 0.5292 3.5349 0.2347 0.32
H 0.2232 2.8715 1.8620 0.13
F -2.2461 -2.3081 1.9668 -0.39
Te -0.4730 -1.7459 2.3314 1.81
F -1.6255 -0.1301 2.8233 -0.59
F -0.8480 -2.2808 4.1795 -0.46
F -0.7681 -1.6027 0.1112 -0.72
F -0.1853 -3.7194 2.0591 -0.52
O 0.6860 0.4975 1.3369 -0.23
```

Summary:
**LUMO level (alpha / beta)**: -0.028 / -0.119 Eh
**Kohn-Sham gap (alpha / beta)**: 5.417 / 4.269 eV
**ΔE to the lowest compared entry with this formula, charge and spin**: 554.0 kJ/mol
**⟨S²⟩**: 3.8637
**Spin multiplicity**: 4
**Net charge**: 0
**HOMO (alpha / beta)**: -6.18 / -7.50 eV

***

19 unconnected molecules or ions with the total composition H37O19, computed with ωB97M-V/def2-TZVPD.

Geometry as XYZ:
```
56
Properties=species:S:1:pos:R:3:mulliken_charge:R:1
O 0.8915 -3.5259 -3.3617 -0.62
H 1.3235 -3.1300 -2.6691 0.24
H 0.0357 -3.1499 -3.2828 0.33
O -3.1302 -2.6885 -2.1674 -0.76
H -1.0662 3.5960 0.0090 0.25
H -2.2591 -2.3922 -2.5882 0.40
O -0.9694 -2.2122 2.2476 -0.54
H 1.4035 -3.9391 1.3449 0.32
H -1.0385 -1.8728 1.3851 0.44
O 1.5155 1.5434 -3.6531 -0.70
H 1.6011 2.1345 -2.8647 0.36
H 1.3659 0.6857 -3.0355 0.22
O 1.9176 -1.1418 1.2576 -0.51
H 2.2699 -0.5895 0.5828 0.10
H 0.7689 0.7733 0.2824 -0.03
O -1.2776 0.2429 -2.6959 -0.57
H -1.1226 0.8301 -3.5342 0.28
H -0.4796 -0.2761 -2.5813 0.39
O 0.8787 -2.5157 -0.5478 -0.72
H 1.1814 -1.6822 0.9816 0.10
H 0.1229 -2.3045 -0.0829 0.53
O 1.4144 -3.8570 2.2756 -0.66
H 0.9883 2.6148 2.3795 0.31
O -1.5000 -1.4724 -0.2376 -0.67
H -2.1517 -2.0705 -0.7377 0.24
H -1.8858 -0.5862 -0.4005 0.05
O 3.1631 0.9797 -0.1534 -0.60
H 3.7056 0.8560 -0.9263 0.24
H 3.3762 1.9316 0.0829 0.26
O 1.3533 -0.7285 -2.4189 -0.86
H 1.2279 -1.8028 -1.3343 0.34
H 1.8913 -1.3061 -3.0128 0.16
O -4.0859 1.7486 -1.1567 -0.65
H -1.6946 -2.0885 2.8442 0.37
H -3.2428 1.6834 -0.6776 0.31
O 0.6839 1.6773 0.5058 0.14
H 2.0592 -0.4532 3.4525 0.33
H 0.9575 -3.0508 2.4586 0.36
O 1.0551 3.5562 2.3810 -0.66
H 1.2151 2.0347 -0.1715 0.14
H -4.0908 0.9895 -1.8656 0.33
O 2.4433 4.3687 -1.0437 -0.63
H 2.5115 3.9579 -1.8877 0.30
H 1.5210 4.6501 -1.0503 0.32
O 1.2866 -0.5597 4.0436 -0.68
H 0.5287 -0.8502 3.4674 0.33
H 1.0906 3.8079 1.5304 0.33
O -3.4046 -1.1112 2.5046 -0.73
H -3.0738 -0.2008 2.5836 0.41
H -3.0141 -1.2442 1.5971 0.31
O -0.4559 4.2704 -0.2492 -0.59
H -0.3054 4.7808 0.5246 0.32
H -2.7739 -3.5231 -1.6095 0.39
O -1.8276 1.2411 2.8609 -0.71
H -1.1963 1.7183 2.2626 0.27
H -1.1914 0.8214 3.4450 0.36
```

Summary:
**LUMO level**: 0.075 Eh
**Kohn-Sham gap**: 8.900 eV
**ΔE to the lowest compared entry with this formula, charge and spin**: 400.1 kJ/mol
**Net charge**: -1
**HOMO**: -6.87 eV

***

C22H27N5O4S2 in the gas phase, computed with ωB97M-V/def2-TZVPD.

Geometry as XYZ:
```
60
Properties=species:S:1:pos:R:3:mulliken_charge:R:1
C -0.2568 2.7924 2.2682 -1.07
C 0.0635 1.8089 3.3867 -0.24
O 1.4439 1.4551 3.3840 -0.30
C 1.8267 0.5329 2.4968 0.50
O 1.0356 -0.0574 1.7773 -0.73
C 3.2660 0.3041 2.4623 0.31
C 3.8353 -0.3356 1.3761 0.28
N 3.1593 -0.7475 0.2597 0.34
C 3.7783 -1.3105 -0.8047 0.68
O 4.9693 -1.5440 -0.8165 -0.66
C 2.8640 -1.5973 -1.9788 -0.71
S 1.3581 -2.5083 -1.5115 -0.24
C 0.3532 -1.1613 -1.0531 0.40
N 0.6562 0.1035 -1.1991 -0.40
N -0.3639 0.8166 -0.6992 -0.72
C -1.2677 -0.0094 -0.2531 1.25
C -2.5854 0.4099 0.3098 -1.44
N -3.3757 1.1157 -0.6840 -0.32
C -3.8291 0.4184 -1.8072 0.44
C -3.7620 1.0060 -3.0667 -0.80
C -4.2646 0.3726 -4.1891 -0.53
C -4.8434 -0.8851 -4.0779 0.70
O -5.3590 -1.6115 -5.1154 -0.44
C -5.3154 -1.0531 -6.4041 -0.86
C -4.9225 -1.4779 -2.8184 -0.81
C -4.4306 -0.8369 -1.7024 -0.14
N -0.8656 -1.3011 -0.4634 0.31
C -1.5374 -2.5249 -0.1350 -0.92
S 5.5361 -0.4981 1.5070 -0.33
C 5.5045 0.2961 3.0632 0.76
C 6.7835 0.4881 3.8041 -1.44
C 4.2508 0.6704 3.4362 -0.36
C 3.9322 1.3648 4.7188 -1.29
H 0.3950 3.6597 2.3403 0.39
H -0.1109 2.3221 1.2969 0.22
H -1.2892 3.1207 2.3545 0.35
H -0.1099 2.2558 4.3682 0.38
H -0.5391 0.8998 3.2803 0.25
H 2.1635 -0.5221 0.2592 0.02
H 2.5303 -0.6606 -2.4280 0.31
H 3.3905 -2.2107 -2.7083 0.43
H -3.1373 -0.4579 0.6714 0.39
H -2.4188 1.0933 1.1460 0.14
H -2.9131 1.9773 -0.9516 0.33
H -3.3063 1.9807 -3.1701 0.31
H -4.1887 0.8703 -5.1430 0.38
H -5.7773 -1.7890 -7.0606 0.23
H -5.8812 -0.1168 -6.4572 0.35
H -4.2858 -0.8736 -6.7318 0.34
H -5.3853 -2.4490 -2.7376 0.43
H -4.5375 -1.3099 -0.7379 0.53
H -1.8251 -2.5215 0.9172 0.32
H -2.4248 -2.6481 -0.7595 0.26
H -0.8556 -3.3547 -0.3155 0.38
H 7.6077 0.0786 3.2266 0.42
H 6.7537 -0.0170 4.7696 0.33
H 6.9752 1.5465 3.9792 0.32
H 4.8032 1.3886 5.3670 0.42
H 3.1193 0.8562 5.2322 0.30
H 3.6099 2.3858 4.5220 0.25
```

Summary:
**LUMO level**: 0.020 Eh
**Kohn-Sham gap**: 8.267 eV
**ΔE to the lowest compared entry with this formula, charge and spin**: 82.7 kJ/mol
**Net charge**: 0
**HOMO**: -7.72 eV
**SMILES**: CCOC(=O)c1c(NC(=O)CSc2nnc(CNc3ccc(OC)cc3)n2C)sc(C)c1C

***

C3H3NO2S in the gas phase, computed with ωB97M-V/def2-TZVPD.

Geometry as XYZ:
```
10
Properties=species:S:1:pos:R:3:mulliken_charge:R:1
N -1.0673 -0.5589 0.5893 -0.36
C -0.2028 0.3394 0.1652 0.28
S -0.4504 1.9089 -0.1571 -0.33
C 1.3849 -0.3442 -0.2772 0.56
O 1.3623 -1.4923 -0.6044 -0.46
C 2.5956 0.5171 -0.1926 -0.05
O 3.1874 0.7557 0.8194 -0.39
H -0.7991 -1.5261 0.6618 0.24
H -2.0301 -0.2807 0.7085 0.22
H 2.9293 0.8690 -1.1912 0.30
```

Summary:
**LUMO level**: -0.013 Eh
**Kohn-Sham gap**: 8.365 eV
**ΔE to the lowest compared entry with this formula, charge and spin**: 236.5 kJ/mol
**Net charge**: 0
**HOMO**: -8.73 eV
**SMILES**: NC(=S)C(=O)C=O

***

A molecular structure, C29H62AsBr3F9N8O10, computed with ωB97M-V/def2-TZVPD.

Geometry as XYZ:
```
122
Properties=species:S:1:pos:R:3:mulliken_charge:R:1
As -0.5702 -0.3564 -0.1211 2.13
F -0.6195 0.7639 1.1718 -0.62
F -2.2798 -0.2961 -0.1775 -0.46
F -0.6274 -1.3926 -1.4726 -0.38
F 1.1201 -0.4415 -0.1928 -0.44
F -0.6741 -1.6459 1.0154 -0.45
F -0.4514 0.9781 -1.2092 -0.51
C -1.3769 2.2474 -4.7556 -0.67
C 0.1039 2.6005 -4.6267 0.80
O 0.6745 3.3893 -5.3875 -0.74
N 0.7563 2.0012 -3.6006 0.35
C 2.1780 2.1260 -3.2850 -0.86
H -1.4775 1.3370 -5.3466 -0.04
H -1.8529 3.0379 -5.3325 0.36
H -1.8659 2.1773 -3.7864 0.11
H 0.2418 1.3885 -2.9875 -0.20
H 2.3572 3.1561 -2.9450 0.36
H 2.8066 1.8681 -4.1303 0.38
H 2.3930 1.5243 -2.4060 0.00
C 6.8855 -0.3993 2.8257 -1.23
C 5.4976 -0.6249 2.2805 0.63
O 4.5960 0.1146 2.6037 -0.73
N 5.3124 -1.7387 1.5467 -0.13
C 4.0690 -2.0659 0.9061 -0.48
H 7.1002 0.6546 2.9282 0.33
H 7.6375 -0.9419 2.2473 0.36
H 6.9281 -0.8288 3.8337 0.28
H 6.0783 -2.3771 1.4811 0.20
H 3.2475 -1.5134 1.3415 -0.03
H 3.8806 -3.1306 1.0396 0.28
H 4.0646 -1.8348 -0.1609 0.27
C 1.4290 -1.7457 4.7494 -0.86
C 1.3310 -3.1838 4.2751 0.89
O 1.6773 -4.0994 4.9840 -0.69
N 0.7739 -3.3513 3.0496 0.22
C 0.7178 -4.6267 2.3920 -0.77
H 0.7433 -1.7025 5.6057 0.26
H 1.0916 -1.0181 4.0115 0.06
H 2.4196 -1.4879 5.0986 0.36
H 0.2376 -2.6240 2.6194 -0.08
H 1.5961 -4.8425 1.7668 0.26
H -0.1745 -4.7060 1.7762 0.04
H 0.7323 -5.4441 3.1161 0.39
C -1.4757 3.8840 2.6628 -0.71
C -0.9861 4.4698 1.3451 0.95
O -0.4505 5.5692 1.3072 -0.69
N -0.9962 3.6085 0.2864 0.79
C -0.7344 4.0875 -1.0614 -0.79
H -1.4250 2.7961 2.6297 -0.14
H -2.5250 4.1486 2.8326 0.25
H -0.9028 4.2914 3.4857 0.38
H -1.2793 2.6543 0.4045 -0.73
H 0.2550 3.7515 -1.3854 0.05
H -0.7902 5.1644 -1.0881 0.54
H -1.4338 3.5873 -1.7355 0.11
C -1.1121 -3.3184 -3.8526 -0.56
C -0.2582 -3.3647 -5.0805 0.20
O 0.4991 -4.3463 -5.2803 -0.65
N -0.2836 -2.3032 -5.9490 -0.04
C -0.9843 -1.0385 -5.7200 -0.72
H -1.9323 -2.6062 -3.9115 0.36
H -0.4837 -3.0637 -2.9991 0.00
H -1.5170 -4.3116 -3.6858 0.38
H 0.1920 -2.4150 -6.8217 0.30
H -0.5593 -0.2674 -6.3471 0.47
H -0.8668 -0.7720 -4.6721 0.01
H -2.0503 -1.1529 -5.9279 0.30
C 3.8723 -3.5329 -5.4555 -1.02
C 3.8819 -2.5180 -4.3524 0.73
O 4.9277 -1.9315 -4.0230 -0.69
N 2.6850 -2.3091 -3.7509 0.13
C 2.4508 -1.3500 -2.7165 -0.55
H 3.9550 -4.5652 -5.1031 0.24
H 4.6191 -3.3189 -6.2104 0.35
H 2.9050 -3.5881 -5.9865 0.21
H 1.8613 -2.7349 -4.1347 0.10
H 1.6880 -0.6521 -3.0737 0.03
H 3.3202 -0.7786 -2.4200 0.38
H 2.0688 -1.8357 -1.8164 0.14
C 2.5967 2.2447 1.0238 0.24
C 3.0597 3.3050 1.9987 0.32
O 2.6509 4.4480 1.9268 -0.66
N 3.9453 2.8931 2.9488 0.02
C 4.3544 3.7032 4.0979 -1.02
H 3.2751 2.1801 0.1698 0.32
H 1.5612 2.4197 0.7577 -0.27
H 2.6491 1.2456 1.4659 -0.05
H 4.3106 1.9306 2.9604 0.37
H 4.2766 4.7648 3.8619 0.35
H 5.3812 3.4527 4.3642 0.29
H 3.7089 3.5282 4.9702 0.30
C -2.4051 -0.7217 4.0341 0.08
C -3.8487 -0.8144 4.4129 0.40
O -4.7189 -0.2744 3.7470 -0.63
N -4.1108 -1.5166 5.5624 -0.18
C -5.4280 -1.8706 6.0642 -0.90
H -2.2288 -1.0016 3.0018 -0.32
H -1.7436 -1.3508 4.6420 0.18
H -2.0778 0.3130 4.1652 0.20
H -3.3102 -1.7679 6.1106 0.23
H -5.4308 -1.8310 7.1543 0.32
H -5.6534 -2.9070 5.7875 0.27
H -6.1959 -1.2043 5.6952 0.30
C -4.3575 2.0735 1.4226 -1.09
C -4.1218 2.5842 0.0188 0.43
O -5.4283 2.8237 -0.6046 -0.28
C -5.4354 2.9857 -1.8694 0.32
O -4.5356 2.9760 -2.5585 -0.45
C -6.8541 3.2166 -2.4503 0.82
F -7.1771 2.2047 -3.3098 -0.26
F -7.7928 3.2893 -1.5285 -0.24
F -6.8614 4.4012 -3.1578 -0.26
H -4.7828 2.8953 2.0221 0.45
H -3.4734 1.7100 1.9278 0.00
H -5.1152 1.2919 1.4923 0.41
H -3.5744 1.8136 -0.5412 0.00
H -3.5219 3.4925 0.0047 0.09
C -3.1872 -3.8870 0.2345 1.01
Br -4.2422 -3.3137 -1.2766 -0.10
Br -2.4657 -5.6602 -0.0096 -0.09
Br -4.1699 -3.7539 1.8766 -0.06
H -2.3635 -3.1938 0.2490 -0.93
```

Summary:
**LUMO level**: 0.060 Eh
**Kohn-Sham gap**: 8.569 eV
**ΔE to the lowest compared entry with this formula, charge and spin**: 0.0 kJ/mol
**Net charge**: -1
**HOMO**: -6.93 eV

***

Which of these has the lowest ΔE to the lowest compared entry with this formula, charge and spin?
C29H62AsBr3F9N8O10